Entry 1:
A gas-phase ion, C6H10NO2S (charge +1) in a non-equilibrium geometry. Source: the Open Molecules 2025 dataset; level of theory: ωB97M-V/def2-TZVPD.

Its total energy is -22791.666 eV. The value obtained for the energy relative to the best compared isomer or geometry (same formula, charge and spin) is 133.5 kcal per mole. The calculation puts the highest occupied orbital energy (spin up / spin down) at -11.6 / -12.2 eV.

```
! RIJCOSX wB97M-V def2-TZVPD def2/J DEFGRID3
* xyz 1 1
C -0.50 1.02 -0.04
C -0.39 -0.33 -0.39
C 0.61 1.86 0.43
C -2.81 0.83 -0.47
C -2.55 -0.41 0.34
C 2.25 -0.38 0.52
N 2.67 -1.38 -0.42
O -1.67 1.62 -0.36
O -1.45 -1.07 -0.31
S 2.36 1.11 -0.14
H 0.65 2.91 0.07
H 0.71 1.79 1.60
H -3.13 0.59 -1.48
H -3.60 1.53 0.05
H -2.23 -0.09 1.32
H -3.44 -1.16 0.27
H 2.42 -0.74 1.58
H 3.61 -1.68 -0.13
H 2.42 -1.10 -1.38
H 2.17 -2.22 -0.17
*
```

---

Entry 2:
2 unconnected molecules or ions with the total composition C2HClFN3 in a non-equilibrium geometry. Source: the Open Molecules 2025 dataset; level of theory: ωB97M-V/def2-TZVPD.

Its total energy is -21796.682 eV. The value obtained for the energy relative to the best compared isomer or geometry (same formula, charge and spin) is 47.5 kcal per mole. As for the SMILES: FC1N=N1.N#CCl. The calculation puts the highest occupied orbital energy at -10.6 eV.

```
! RIJCOSX wB97M-V def2-TZVPD def2/J DEFGRID3
* xyz 0 1
C -0.93 1.85 -0.44
C 0.33 -1.10 0.35
N -0.95 0.92 -1.10
N 1.24 -2.04 -0.07
N 1.06 -1.13 -0.88
F 0.81 -0.15 1.27
Cl -0.81 3.03 0.64
H -0.75 -1.38 0.21
*
```

---

Entry 3:
C18H16ClFN6O2 in the gas phase in a non-equilibrium geometry. Source: the Open Molecules 2025 dataset; level of theory: ωB97M-V/def2-TZVPD.

Its total energy is -47202.260 eV. As for the SMILES: Cc1cccc(NC(=O)Cn2nnc(C(=O)Nc3ccc(F)c(Cl)c3)c2N)c1. The calculation puts the highest occupied orbital energy at -8.7 eV.

```
! RIJCOSX wB97M-V def2-TZVPD def2/J DEFGRID3
* xyz 0 1
C 1.93 4.43 -2.05
C 1.32 4.51 -0.69
C 1.13 3.38 0.08
C 0.56 3.46 1.35
C 0.17 4.69 1.86
C 0.36 5.83 1.09
C 0.93 5.74 -0.17
H 1.07 6.64 -0.76
H 0.06 6.79 1.48
H -0.27 4.76 2.84
N 0.41 2.25 2.05
C -0.11 2.06 3.28
O -0.51 2.91 4.04
C -0.13 0.57 3.72
N -0.45 -0.36 2.68
C 0.34 -0.86 1.70
N 1.63 -0.50 1.44
H 2.24 -0.37 2.23
H 2.02 -1.10 0.71
C -0.51 -1.69 0.97
N -1.73 -1.65 1.56
N -1.70 -0.87 2.56
C -0.13 -2.50 -0.19
O 1.01 -2.48 -0.62
N -1.17 -3.23 -0.67
C -1.20 -4.12 -1.74
C -0.07 -4.38 -2.52
C -0.16 -5.27 -3.57
C -1.36 -5.90 -3.85
C -2.49 -5.65 -3.08
C -2.40 -4.76 -2.03
H -3.28 -4.56 -1.43
Cl -3.99 -6.43 -3.43
F -1.43 -6.76 -4.88
H 0.70 -5.49 -4.19
H 0.86 -3.89 -2.30
H -2.04 -3.11 -0.16
H -0.89 0.47 4.50
H 0.85 0.33 4.15
H 0.75 1.45 1.54
H 1.43 2.41 -0.31
H 2.85 5.01 -2.09
H 1.25 4.84 -2.80
H 2.16 3.40 -2.32
*
```

---

Entry 4:
A molecular structure, C5H3CrO3 in a non-equilibrium geometry. Source: the Open Molecules 2025 dataset; level of theory: ωB97M-V/def2-TZVPD.

Its total energy is -39772.490 eV. The value obtained for the energy relative to the best compared isomer or geometry (same formula, charge and spin) is 7.2 kcal per mole. The calculation puts the highest occupied orbital energy (spin up / spin down) at -18.1 / -17.7 eV. As for the expectation value of S²: 8.774.

```
! RIJCOSX wB97M-V def2-TZVPD def2/J DEFGRID3
* xyz 2 6
C 1.44 -0.39 0.38
C 1.90 -1.61 0.39
O 2.34 -2.66 0.17
C 0.85 0.73 1.13
C -0.38 0.22 0.47
O -0.81 0.62 -0.69
C -1.87 -0.84 -1.82
O -2.46 0.03 -2.35
Cr -1.89 1.91 -1.66
H 0.84 0.64 2.22
H 1.15 1.71 0.72
H -1.12 -0.36 1.04
*
```

---

Entry 5:
7 unconnected molecules or ions with the total composition C14H28Cl14 in a non-equilibrium geometry. Source: the Open Molecules 2025 dataset; level of theory: ωB97M-V/def2-TZVPD.

Its total energy is -190287.344 eV. The value obtained for the energy relative to the best compared isomer or geometry (same formula, charge and spin) is 20.2 kcal per mole. As for the SMILES: ClCCCl.ClCCCl.ClCCCl.ClCCCl.ClCCCl.ClCCCl.ClCCCl. The calculation puts the highest occupied orbital energy at -10.6 eV.

```
! RIJCOSX wB97M-V def2-TZVPD def2/J DEFGRID3
* xyz 0 1
Cl -0.39 -5.36 -0.55
C 0.40 -4.30 -1.62
C -0.08 -4.38 -3.05
Cl 0.33 -6.02 -3.73
H 1.46 -4.48 -1.66
H 0.30 -3.27 -1.25
H 0.48 -3.74 -3.72
H -1.15 -4.20 -3.17
Cl -2.98 2.27 -2.06
C -3.71 1.94 -0.46
C -5.08 1.32 -0.53
Cl -5.08 -0.27 -1.22
H -3.83 2.93 -0.03
H -2.97 1.45 0.17
H -5.76 1.96 -1.09
H -5.47 1.31 0.50
Cl 3.73 7.70 -0.53
C 2.12 6.94 -0.35
C 2.21 5.42 -0.34
Cl 2.71 4.77 -1.94
H 1.44 7.33 -1.10
H 1.79 7.30 0.61
H 1.34 4.88 0.01
H 2.98 5.11 0.38
Cl 2.18 0.37 5.20
C 0.93 0.84 4.07
C -0.51 0.59 4.57
Cl -0.80 1.59 6.04
H 1.07 0.16 3.22
H 1.15 1.89 3.75
H -0.65 -0.44 4.89
H -1.15 0.87 3.72
Cl 2.18 -1.55 -3.55
C 3.95 -1.11 -3.49
C 4.44 -1.18 -2.05
Cl 3.94 0.16 -1.00
H 4.07 -0.11 -3.90
H 4.39 -1.87 -4.14
H 5.53 -1.16 -2.04
H 4.10 -2.11 -1.61
Cl -2.77 -1.76 2.84
C -2.19 -3.32 2.12
C -3.37 -4.34 1.98
Cl -3.92 -4.93 3.58
H -1.44 -3.79 2.80
H -1.72 -2.99 1.18
H -3.00 -5.23 1.47
H -4.17 -3.97 1.40
Cl 0.06 2.42 0.88
C 0.40 1.55 -0.72
C 0.52 0.05 -0.51
Cl -0.99 -0.59 0.04
H 1.32 1.95 -1.19
H -0.39 1.87 -1.39
H 1.34 -0.22 0.15
H 0.70 -0.24 -1.56
*
```

---

Entry 6:
7 unconnected molecules or ions with the total composition C20H58O28P6S in a non-equilibrium geometry. Source: the Open Molecules 2025 dataset; level of theory: ωB97M-V/def2-TZVPD.

Its total energy is -145591.156 eV. The value obtained for the energy relative to the best compared isomer or geometry (same formula, charge and spin) is 34.0 kcal per mole. As for the SMILES: COP(=O)(OC)OC.COP(=O)(OC)OC.COP(=O)(OC)OC.COP(=O)(OC)OC.COP(=O)(OC)OC.COP(=O)(OC)OC.O=S1(=O)OCCO1. The calculation puts the highest occupied orbital energy at -10.2 eV.

```
! RIJCOSX wB97M-V def2-TZVPD def2/J DEFGRID3
* xyz 0 1
C -15.97 14.06 21.51
O -17.29 14.26 21.02
P -17.48 15.22 19.77
O -16.95 14.85 18.46
O -19.03 15.52 19.85
C -19.92 14.70 19.07
O -16.85 16.55 20.36
C -16.60 17.71 19.58
H -15.61 14.94 22.05
H -15.23 13.81 20.75
H -15.95 13.25 22.24
H -20.73 15.34 18.72
H -20.34 13.95 19.76
H -19.41 14.12 18.31
H -17.14 18.56 19.99
H -16.77 17.59 18.51
H -15.52 17.90 19.63
C -19.91 12.76 30.07
O -19.98 12.02 28.85
P -19.58 12.63 27.47
O -20.35 13.81 27.08
O -19.71 11.35 26.57
C -19.94 11.39 25.15
O -18.02 12.82 27.61
C -17.30 13.19 26.43
H -20.94 12.92 30.40
H -19.40 13.71 29.92
H -19.42 12.17 30.84
H -20.55 10.52 24.94
H -19.03 11.34 24.56
H -20.52 12.29 24.93
H -16.40 13.72 26.74
H -17.80 13.92 25.79
H -17.02 12.27 25.91
C -7.60 16.66 27.13
O -7.89 15.33 26.70
P -7.58 14.10 27.66
O -8.52 13.87 28.75
O -6.10 14.38 28.12
C -5.58 13.97 29.37
O -7.40 12.93 26.62
C -8.35 12.69 25.59
H -7.05 17.16 26.35
H -7.11 16.70 28.11
H -8.54 17.17 27.36
H -5.22 14.83 29.93
H -4.71 13.34 29.17
H -6.27 13.41 30.00
H -9.30 13.21 25.74
H -8.50 11.62 25.49
H -8.03 13.10 24.63
C -11.20 15.48 27.02
O -12.19 16.01 27.91
P -13.36 16.93 27.42
O -14.26 17.34 28.49
O -12.67 18.09 26.59
C -11.71 18.95 27.16
O -13.97 16.06 26.25
C -15.07 16.66 25.53
H -11.35 15.98 26.06
H -11.21 14.40 27.03
H -10.19 15.81 27.26
H -12.18 19.83 27.61
H -10.97 19.20 26.41
H -11.18 18.50 28.01
H -14.73 17.00 24.55
H -15.54 17.41 26.16
H -15.85 15.92 25.37
C -11.24 6.92 26.00
O -11.51 8.27 26.34
P -10.49 9.08 27.26
O -10.42 10.52 27.08
O -10.96 8.63 28.71
C -11.87 9.41 29.49
O -9.10 8.31 27.14
C -8.13 8.62 28.13
H -11.98 6.27 26.51
H -10.36 6.43 26.41
H -11.41 6.71 24.95
H -12.08 10.40 29.07
H -11.45 9.53 30.48
H -12.83 8.90 29.53
H -7.67 7.73 28.56
H -8.49 9.18 29.00
H -7.34 9.22 27.70
C -18.71 8.77 27.53
O -18.10 9.06 26.26
P -16.72 8.42 25.87
O -16.01 8.95 24.72
O -15.90 8.43 27.23
C -14.59 7.83 27.15
O -17.07 6.86 25.76
C -18.06 6.39 24.84
H -18.99 7.72 27.55
H -19.58 9.37 27.76
H -17.94 8.92 28.29
H -14.62 6.84 27.59
H -13.84 8.49 27.58
H -14.26 7.76 26.11
H -18.76 7.16 24.50
H -18.59 5.63 25.41
H -17.59 6.02 23.93
C -13.64 11.38 26.49
C -13.33 10.83 25.09
O -13.81 11.79 24.18
S -13.60 13.27 24.79
O -14.64 14.03 24.21
O -12.27 13.76 24.67
O -13.95 12.77 26.25
H -12.71 11.41 27.06
H -14.45 10.94 27.06
H -13.70 9.82 24.91
H -12.25 10.71 25.00
*
```

---

Entry 7:
4 unconnected molecules or ions with the total composition CH11N3O3 in a non-equilibrium geometry. Source: the Open Molecules 2025 dataset; level of theory: ωB97M-V/def2-TZVPD.

Its total energy is -11827.637 eV. The value obtained for the energy relative to the best compared isomer or geometry (same formula, charge and spin) is 39.6 kcal per mole. As for the SMILES: N=C(N)N.O.O.O. The calculation puts the highest occupied orbital energy at -9.8 eV.

```
! RIJCOSX wB97M-V def2-TZVPD def2/J DEFGRID3
* xyz 0 1
N -0.96 -1.61 -2.40
C -0.71 -0.87 -1.19
N -1.92 -0.41 -0.58
N 0.47 -0.58 -0.64
H -1.87 -1.89 -2.77
H -0.12 -1.51 -2.92
H -1.84 0.37 -0.06
H -2.74 -0.70 -0.94
H 1.04 -1.30 -1.14
H -0.30 2.50 4.86
H -1.02 1.60 4.03
O -0.97 1.85 4.99
H 3.93 0.64 -1.79
H 2.49 0.23 -2.10
O 3.35 0.28 -2.57
H 0.70 0.42 2.48
H 0.25 0.21 0.99
O 0.22 0.77 1.74
*
```

---

Entry 8:
2 unconnected molecules or ions with the total composition C5H10O. Source: the Open Molecules 2025 dataset; level of theory: ωB97M-V/def2-TZVPD.

Its total energy is -7390.640 eV. The value obtained for the energy relative to the best compared isomer or geometry (same formula, charge and spin) is 95.1 kcal per mole. The calculation puts the highest occupied orbital energy at -8.5 eV.

```
! RIJCOSX wB97M-V def2-TZVPD def2/J DEFGRID3
* xyz 0 1
C -0.85 0.00 -1.64
C 0.29 0.16 -0.67
C 1.42 -0.53 -0.78
C 0.05 1.12 0.49
C -0.64 0.26 1.54
O -1.92 0.21 1.22
H -0.85 -0.99 -2.10
H -1.81 0.15 -1.15
H -0.78 0.74 -2.45
H 2.23 -0.41 -0.06
H 1.57 -1.25 -1.58
H 1.95 -1.43 2.17
H 1.00 1.47 0.90
H -0.56 1.98 0.17
H 1.28 -1.09 2.16
H -2.35 -0.40 1.84
*
```

---

Entry 9:
A molecular structure, C13H19NNd in a non-equilibrium geometry. Source: the Open Molecules 2025 dataset; level of theory: ωB97M-V/def2-TZVPD.

Its total energy is -30548.387 eV. The calculation puts the highest occupied orbital energy (spin up / spin down) at -2.2 / -2.1 eV. As for the expectation value of S²: 3.798.

```
! RIJCOSX wB97M-V def2-TZVPD def2/J DEFGRID3
* xyz -1 4
C -0.55 -1.24 -4.04
C -1.85 -1.40 -3.45
C -1.70 -2.17 -2.25
C -0.31 -2.50 -2.10
C 0.41 -1.92 -3.20
Nd -0.10 0.29 -1.80
N 1.98 0.83 -2.87
C -0.78 2.28 -2.27
C -2.10 2.10 -2.35
H -2.52 -2.60 -1.66
H -2.80 -1.15 -3.94
H 0.11 -3.17 -1.35
H 1.46 -2.07 -3.43
H -0.33 -0.83 -5.04
H -2.68 2.01 -3.24
H -0.27 2.42 -1.01
H 2.54 1.80 -2.84
H -2.75 2.38 -1.53
H -0.55 2.62 -3.32
C -0.27 0.81 4.09
C 0.79 0.12 3.23
C 2.13 0.85 3.34
C 0.98 -1.31 3.75
C 0.34 0.21 1.85
C -0.09 0.58 0.69
H 0.03 0.85 5.14
H -1.22 0.26 4.04
H -0.45 1.83 3.75
H 2.46 0.90 4.38
H 2.90 0.32 2.77
H 2.06 1.87 2.96
H 0.06 -1.88 3.69
H 1.77 -1.83 3.19
H 1.29 -1.27 4.80
*
```

---

Entry 10:
A gas-phase ion, C3H5N4 (charge +1) in a non-equilibrium geometry. Source: the Open Molecules 2025 dataset; level of theory: ωB97M-V/def2-TZVPD.

Its total energy is -9140.815 eV. The value obtained for the energy relative to the best compared isomer or geometry (same formula, charge and spin) is 96.6 kcal per mole. As for the SMILES: [H]/N=C(C#N)\[NH+]=N\C. The calculation puts the highest occupied orbital energy at -16.3 eV.

```
! RIJCOSX wB97M-V def2-TZVPD def2/J DEFGRID3
* xyz 1 1
C -3.04 -0.44 -0.37
C -1.96 -1.00 -1.05
C 0.40 0.87 0.99
N -3.85 0.15 0.18
N -2.04 -1.88 -1.88
N -0.68 -0.33 -0.64
N -0.68 0.31 0.42
H 1.52 0.51 0.91
H 0.04 1.19 1.98
H 0.59 1.69 0.43
H -1.21 -2.28 -2.40
H 0.17 -0.66 -1.19
*
```

---

Entry 11:
2 unconnected molecules or ions with the total composition C5H14N2O2 in a non-equilibrium geometry. Source: the Open Molecules 2025 dataset; level of theory: ωB97M-V/def2-TZVPD.

Its total energy is -12487.239 eV. The value obtained for the energy relative to the best compared isomer or geometry (same formula, charge and spin) is 25.1 kcal per mole. As for the SMILES: NCC(N)=O.CC(C)O. The calculation puts the highest occupied orbital energy at -9.3 eV.

```
! RIJCOSX wB97M-V def2-TZVPD def2/J DEFGRID3
* xyz 0 1
C -1.25 -0.35 -1.08
C -1.28 -0.99 -2.42
C -2.57 0.17 -0.57
O -0.23 0.86 -1.39
H -0.47 1.66 -0.90
H -0.72 -0.95 -0.34
H -0.28 -0.56 -2.76
H -2.45 0.70 0.38
H -1.33 -2.07 -2.37
H -2.02 -0.56 -3.09
H -3.04 0.83 -1.30
H -3.24 -0.68 -0.40
C 1.24 0.72 1.78
C 2.21 -0.28 1.13
N 2.11 -0.36 -0.21
N 1.23 0.68 3.23
O 2.99 -0.94 1.79
H 2.77 -0.94 -0.71
H 1.43 0.18 -0.74
H 2.16 0.88 3.57
H 1.02 -0.27 3.53
H 0.23 0.53 1.42
H 1.52 1.73 1.45
*
```

---

Entry 12:
A molecular structure, C43H59BiN4O9S4Si in a non-equilibrium geometry. Source: the Open Molecules 2025 dataset; level of theory: ωB97M-V/def2-TZVPD.

Its total energy is -127005.729 eV. The value obtained for the energy relative to the best compared isomer or geometry (same formula, charge and spin) is 34.8 kcal per mole. The calculation puts the highest occupied orbital energy at -2.6 eV.

```
! RIJCOSX wB97M-V def2-TZVPD def2/J DEFGRID3
* xyz -2 1
Bi 0.19 1.16 0.05
C 2.90 2.49 3.82
C 1.75 2.27 2.88
S 2.31 1.71 1.29
C 0.47 2.58 3.15
C -0.01 3.24 4.43
S -0.91 2.27 2.02
H 2.59 2.55 4.88
H 3.48 3.44 3.57
H 3.65 1.73 3.73
H -0.36 4.28 4.23
H 0.73 3.23 5.21
H -0.88 2.70 4.76
O -2.64 1.14 -0.76
H -2.79 2.00 -1.18
H -2.37 0.48 -1.39
C 1.30 -6.12 -2.49
C 1.64 -4.67 -2.48
C 2.39 -4.21 -1.39
C 2.79 -2.88 -1.34
C 2.51 -2.04 -2.39
C 1.74 -2.49 -3.43
C 1.32 -3.78 -3.50
S 3.04 -0.34 -2.27
O 3.65 0.04 -3.55
O 3.98 -0.39 -1.12
O 1.77 0.38 -2.03
H 0.52 -6.40 -3.18
H 1.01 -6.47 -1.48
H 2.23 -6.71 -2.76
H 2.50 -4.92 -0.57
H 3.42 -2.46 -0.60
H 1.60 -1.79 -4.25
H 0.93 -4.14 -4.42
N -1.81 -2.78 -2.36
C -1.59 -1.81 -3.33
C -1.66 -2.14 -4.71
C -1.33 -1.19 -5.64
C -0.90 0.06 -5.23
C -0.88 0.31 -3.89
N -1.35 -0.55 -2.98
H -1.39 -3.71 -2.55
H -1.51 -2.49 -1.45
H -2.03 -3.15 -4.90
H -1.47 -1.47 -6.70
H -0.56 0.73 -5.99
H -0.68 1.27 -3.42
C -3.73 -0.17 3.03
C -3.15 -1.53 3.19
C -3.72 -2.30 4.37
C -3.40 -2.34 1.91
O -1.79 -1.34 3.52
Si -0.52 -2.08 2.83
S -0.08 -1.56 0.86
O 0.74 -1.63 3.81
C 1.05 -1.60 5.20
C 2.28 -0.69 5.29
C -0.15 -1.01 5.91
C 1.32 -3.01 5.75
O -0.94 -3.71 2.96
C -0.59 -4.97 2.39
C -0.94 -6.04 3.43
C -1.26 -5.21 1.05
C 0.91 -4.96 2.21
H -4.79 -0.43 2.83
H -3.28 0.35 2.17
H -3.57 0.41 3.95
H -4.84 -2.17 4.47
H -3.34 -1.91 5.28
H -3.50 -3.35 4.31
H -4.50 -2.42 1.81
H -3.01 -3.35 1.99
H -2.98 -1.75 1.09
H 2.06 0.18 4.68
H 3.16 -1.26 4.92
H 2.47 -0.39 6.32
H -0.26 -0.07 5.44
H -0.01 -0.79 6.96
H -1.03 -1.56 5.76
H 2.05 -3.52 5.11
H 0.43 -3.61 5.78
H 1.77 -3.00 6.75
H -2.01 -6.02 3.70
H -0.36 -5.82 4.34
H -0.63 -6.97 3.09
H -2.30 -5.25 1.19
H -0.89 -6.05 0.57
H -1.07 -4.31 0.45
H 1.37 -4.84 3.19
H 1.18 -4.25 1.47
H 1.30 -5.90 1.80
O -3.66 3.96 -4.13
C -2.65 4.25 -3.49
N -1.70 5.18 -3.92
C -0.49 4.90 -3.19
C -1.02 3.93 -2.15
O -0.31 3.48 -1.26
N -2.30 3.65 -2.31
C -0.02 6.22 -2.52
C -0.44 7.47 -2.97
C 0.06 8.65 -2.43
C 0.81 8.57 -1.28
C 1.29 7.34 -0.82
C 0.92 6.17 -1.51
C 0.61 4.37 -4.09
C 0.89 5.10 -5.23
C 1.90 4.74 -6.09
C 2.59 3.55 -5.88
C 2.34 2.85 -4.73
C 1.40 3.24 -3.80
H -1.63 5.27 -4.93
H -1.18 7.55 -3.79
H -0.25 9.66 -2.75
H 0.95 9.46 -0.68
H 1.91 7.32 0.02
H 1.32 5.21 -1.23
H 0.23 5.95 -5.43
H 2.09 5.29 -6.98
H 3.41 3.31 -6.53
H 2.91 1.97 -4.44
H 1.32 2.67 -2.88
*
```